[1]
Entry from the OMol25 dataset: an isolated molecule of C7H12O at a distorted geometry (the ωB97M-V functional and the def2-TZVPD basis).

The geometry in XYZ format:
```
20
Properties=species:S:1:pos:R:3:forces:R:3:mulliken_charge:R:1
C 0.14366 -0.25118 0.30498 -0.1 -0.3 0.1 2.18
C 1.03999 1.69926 -1.01730 -0.3 0.0 -0.2 -1.14
C 1.47916 -0.24593 1.05215 -0.2 0.0 -0.3 -2.07
C -0.98826 -0.22223 1.34250 0.0 0.0 -0.1 -1.73
C 0.04517 -1.53535 -0.53185 0.0 0.1 0.1 -1.57
O -2.13379 0.40778 -1.42036 0.5 -0.1 0.3 -0.25
C -1.26671 1.38970 -1.18782 -0.7 0.5 -0.7 -1.18
C 0.00572 0.94376 -0.62478 0.1 -0.3 0.3 1.02
H -2.95197 0.76982 -1.79599 0.4 0.2 0.1 0.41
H 2.06577 1.48376 -0.77013 0.1 -0.1 0.1 0.26
H 0.86798 2.53639 -1.67834 -0.1 0.1 0.1 0.39
H 2.31115 -0.41897 0.37390 0.1 0.0 0.0 0.42
H 1.63216 0.69798 1.56384 0.1 0.2 0.1 0.46
H 1.48261 -1.03925 1.79281 0.0 -0.2 0.1 0.45
H -0.90328 -1.07778 2.01272 0.0 0.0 0.0 0.44
H -0.93819 0.69105 1.93668 0.0 0.0 0.1 0.39
H -1.96267 -0.26952 0.86043 0.0 0.0 0.1 0.38
H -0.92227 -1.60534 -1.02039 0.0 -0.1 0.0 0.38
H 0.17516 -2.40970 0.10455 0.0 -0.1 0.1 0.40
H 0.81859 -1.54425 -1.29762 0.1 0.0 -0.1 0.36
```
Positions in Å, forces in eV/Å.

## Properties
- Net charge: 0
- E: -349.05279 a.u.
- Spin multiplicity: 1
- ΔE to the lowest compared entry with this formula, charge and spin: 251.7 kJ/mol
- Orbital gap: 0.3140 hartree
- E_HOMO: -8.11 eV



[2]
Entry from the OMol25 dataset: a cluster of 2 separate species, C7H12O2 in total at a distorted geometry (the ωB97M-V functional and the def2-TZVPD basis).

The geometry in XYZ format:
```
21
Properties=species:S:1:pos:R:3:forces:R:3:mulliken_charge:R:1
C 0.07371 -0.92156 -0.52010 -0.4 2.1 -0.2 0.54
C -0.10678 0.45301 -0.48419 -0.2 -1.7 -2.3 1.09
C 1.25231 -0.25688 2.20112 0.6 0.0 -0.8 -1.04
C -0.95684 -1.91797 -0.09216 0.2 0.0 0.2 -1.53
C -1.51440 1.00995 -0.61988 0.2 0.0 0.9 -1.55
C 0.92331 1.37202 -1.11563 0.1 -0.2 0.6 -1.78
C 0.33954 0.67423 1.96654 -0.8 1.2 4.1 0.83
O 1.22817 -1.50474 -0.94857 0.0 0.2 0.1 -0.55
O -0.39575 1.51705 2.38803 0.8 -1.5 -2.4 -0.43
H 1.70464 -0.88676 -1.52597 -0.1 -0.1 0.3 0.36
H 1.01248 -1.06979 2.87476 -0.1 0.3 0.1 0.28
H 2.15286 -0.30307 1.60466 -0.2 -0.3 -0.2 0.32
H -1.64556 -2.11842 -0.91937 0.0 0.0 0.1 0.32
H -0.48101 -2.86145 0.18892 0.0 0.1 -0.1 0.40
H -1.52187 -1.55813 0.77090 0.0 0.0 -0.2 0.38
H -2.22930 0.45715 -0.00928 -0.1 0.1 -0.1 0.33
H -1.53513 2.05211 -0.28974 -0.1 -0.1 0.0 0.38
H -1.84996 0.98537 -1.66093 0.1 0.0 0.0 0.38
H 0.82416 2.37425 -0.68859 0.1 0.0 -0.1 0.39
H 1.94792 1.04089 -0.92420 0.0 0.1 0.0 0.48
H 0.77751 1.46272 -2.19631 0.0 0.0 0.0 0.37
```
Positions in Å, forces in eV/Å.

## Properties
- Net charge: 0
- E: -424.30642 a.u.
- Spin multiplicity: 1
- ΔE to the lowest compared entry with this formula, charge and spin: 235.2 kJ/mol
- SMILES: CC(C)=C(C)O.C=C=O
- Orbital gap (alpha / beta): 0.3027 / 0.3028 hartree
- E_HOMO (alpha / beta): -7.74 / -7.74 eV



[3]
Entry from the OMol25 dataset: an isolated molecule of C7H12O3 at a distorted geometry (the ωB97M-V functional and the def2-TZVPD basis).

The geometry in XYZ format:
```
22
Properties=species:S:1:pos:R:3:forces:R:3:mulliken_charge:R:1
C 0.71475 0.55675 -0.41072 0.4 -0.6 0.1 0.58
C -0.22838 -0.33356 0.25462 0.5 -1.1 0.3 0.74
C -1.09050 -1.38291 -0.56365 1.0 1.1 0.7 -0.27
C -2.20479 -0.49059 -0.77541 -1.1 0.0 -0.5 -0.97
C 1.00301 1.94718 0.05373 0.0 0.0 0.0 -1.51
C -0.78533 0.12408 1.60013 0.0 -0.1 -0.3 -1.73
C 1.41000 -0.87385 0.50006 -0.4 0.8 -0.4 0.44
O 0.87094 0.31917 -1.76844 -0.1 0.1 -0.1 -0.52
O 1.87980 -1.77615 -0.40611 -0.2 0.0 -0.1 -0.55
O 1.90298 -0.79122 1.60425 0.0 0.1 0.1 -0.62
H 1.62314 0.82906 -2.09496 0.0 0.0 0.1 0.37
H 1.50560 -1.58658 -1.27931 0.1 0.1 0.1 0.40
H -1.28181 -2.23507 0.08504 0.0 0.0 -0.1 0.33
H -0.56591 -1.66889 -1.47199 -0.1 -0.1 0.0 0.31
H -3.02902 -0.45882 -0.07766 0.0 0.1 0.0 0.34
H -2.18737 0.22017 -1.59072 0.0 0.0 0.1 0.35
H 1.92051 2.32567 -0.40399 0.0 0.0 0.0 0.50
H 0.17641 2.61454 -0.21939 0.1 0.0 0.0 0.32
H 1.13360 1.97823 1.13290 0.0 0.0 0.0 0.31
H -1.43560 -0.65162 2.00296 0.0 0.0 0.0 0.41
H 0.02012 0.28477 2.31226 0.1 -0.1 0.0 0.46
H -1.35215 1.04964 1.51640 -0.1 0.0 0.0 0.33
```
Positions in Å, forces in eV/Å.

## Properties
- Net charge: 0
- E: -499.49964 a.u.
- Spin multiplicity: 1
- ΔE to the lowest compared entry with this formula, charge and spin: 385.6 kJ/mol
- Orbital gap (alpha / beta): 0.2654 / 0.2912 hartree
- E_HOMO (alpha / beta): -6.90 / -7.79 eV



[4]
Entry from the OMol25 dataset: a structure of composition C7H12O3 at a distorted geometry (the ωB97M-V functional and the def2-TZVPD basis).

The geometry in XYZ format:
```
22
Properties=species:S:1:pos:R:3:forces:R:3:mulliken_charge:R:1
C -2.14184 0.11122 -0.53595 0.5 -0.6 0.7 0.04
C -1.11914 -0.18956 0.35932 -1.3 2.1 -0.5 -0.05
C -3.57922 0.18938 -0.19799 -0.1 -0.4 0.0 -1.23
O -0.17839 0.77658 0.15011 1.8 -1.5 0.2 -0.59
H -1.83338 0.40589 -1.53174 0.1 0.1 0.1 0.37
H -0.34930 -1.33686 0.28114 1.8 -0.6 -0.2 0.20
H -1.41351 -0.38014 1.39778 0.0 -0.1 0.0 0.24
H -3.88547 1.23921 -0.13480 0.1 0.0 0.0 0.30
H -4.19140 -0.26026 -0.97720 -0.1 -0.1 -0.1 0.34
H -3.80195 -0.27969 0.76008 0.0 0.0 0.0 0.35
C 2.25251 0.63679 1.23186 -0.2 0.1 -0.1 -1.50
C 1.72341 0.13494 -1.24023 -0.3 0.1 -0.3 0.34
C 1.49232 -0.16549 0.20729 -0.7 1.0 0.1 1.48
C 1.11815 -1.50374 0.48006 -2.1 -0.3 -0.2 -1.36
O 2.36320 1.30855 -1.43509 0.1 -0.1 0.0 -0.47
O 1.32702 -0.54412 -2.15997 0.2 0.1 0.3 -0.61
H 2.41905 1.45111 -2.39229 -0.1 -0.1 0.1 0.34
H 1.92998 0.35994 2.23650 0.0 0.0 -0.1 0.42
H 2.08645 1.70062 1.08178 0.1 0.0 0.0 0.35
H 3.32423 0.43694 1.14907 -0.1 0.0 0.0 0.32
H 1.08098 -1.82274 1.51520 0.4 0.0 0.1 0.39
H 1.37630 -2.26856 -0.24495 -0.2 0.1 0.0 0.34
```
Positions in Å, forces in eV/Å.

## Properties
- Net charge: 0
- E: -499.50629 a.u.
- Spin multiplicity: 1
- ΔE to the lowest compared entry with this formula, charge and spin: 368.2 kJ/mol
- Orbital gap (alpha / beta): 0.3026 / 0.3026 hartree
- E_HOMO (alpha / beta): -8.45 / -8.45 eV



[5]
Entry from the OMol25 dataset: a cluster of 2 separate species, C7H12O4Si in total at a distorted geometry (the ωB97M-V functional and the def2-TZVPD basis).

The geometry in XYZ format:
```
24
Properties=species:S:1:pos:R:3:forces:R:3:mulliken_charge:R:1
C -1.86742 -1.60097 1.16058 -0.8 1.5 0.4 0.62
C -1.99183 1.37064 -0.42626 -2.1 0.4 0.6 0.80
C 1.46525 1.03339 0.55269 -1.5 -0.2 2.5 0.11
C -1.30584 -2.98408 1.03229 -0.3 0.3 -0.4 -1.02
C -2.57962 2.22885 0.71685 2.6 -1.7 1.4 -1.22
C 1.08521 2.54929 -1.20322 3.1 -2.1 -2.3 -0.96
C 2.03067 1.29201 -0.74581 -1.7 0.3 -1.1 -0.28
O -2.70054 -1.22443 1.97563 0.8 -0.7 -0.6 -0.54
O -2.14043 1.65080 -1.60513 0.2 0.2 0.2 -0.56
O 1.70811 1.51559 1.61179 -0.3 -0.8 -1.0 -0.41
O -0.92857 -0.95737 -1.58516 -1.8 0.5 -1.2 -0.51
Si -1.15465 -0.28362 -0.08276 2.3 0.3 0.1 0.28
H -0.29294 -2.85094 0.60386 -0.6 -0.6 -0.1 0.26
H -1.24925 -3.46151 2.00419 -0.1 -0.2 0.1 0.34
H -2.03373 -3.51980 0.36351 1.0 0.2 0.4 0.27
H -1.67784 2.47363 1.40969 -1.6 -0.6 -0.8 0.24
H -2.98201 3.14237 0.42894 -0.8 1.5 -1.0 0.41
H -3.33472 1.64492 1.28757 0.7 0.2 -0.3 0.29
H 1.06138 3.27704 -0.46089 -0.1 1.2 1.3 0.35
H 1.76125 2.86343 -2.02772 -0.9 0.6 0.3 0.33
H 0.13389 2.30481 -1.62193 -0.5 -0.4 0.0 0.23
H 1.81550 0.38269 -1.36911 0.7 1.2 0.2 0.23
H 3.06267 1.66630 -0.66892 -0.2 -0.5 -0.2 0.39
H -1.65995 -0.65194 -2.23205 1.8 -0.5 1.4 0.34
```
Positions in Å, forces in eV/Å.

## Properties
- Net charge: 0
- E: -864.28637 a.u.
- Spin multiplicity: 1
- ΔE to the lowest compared entry with this formula, charge and spin: 527.8 kJ/mol
- Orbital gap (alpha / beta): 0.2606 / 0.2582 hartree
- E_HOMO (alpha / beta): -7.65 / -7.33 eV



[6]
Entry from the OMol25 dataset: an isolated molecule of C7H12OS at a distorted geometry (the ωB97M-V functional and the def2-TZVPD basis).

The geometry in XYZ format:
```
21
Properties=species:S:1:pos:R:3:forces:R:3:mulliken_charge:R:1
C 0.15298 0.84317 -0.00349 3.4 -4.0 -0.1 -0.87
C 1.48767 0.78043 -0.17149 -0.9 0.4 -0.6 0.26
C 0.63038 -1.60277 0.07786 1.7 1.9 -1.1 -1.31
C -0.44818 -0.54111 -0.03942 -0.5 0.4 0.0 1.91
C 2.35189 1.95375 -0.09841 1.1 1.7 -1.9 -1.09
C -1.09570 -0.57956 -1.43286 1.6 -1.6 -1.1 -1.72
C -1.41890 -0.66543 1.17491 -1.2 -0.5 -2.4 -1.73
O 3.18564 -0.88784 0.87430 0.6 -0.4 0.1 -0.61
S 2.35270 -0.85438 -0.34722 -2.6 1.3 1.0 0.38
H -0.50385 1.61958 0.18206 -0.7 1.9 0.2 0.48
H 0.75988 -1.99072 1.04078 0.2 -0.5 1.5 0.47
H 0.58322 -2.36094 -0.63632 -0.7 -1.5 -1.0 0.50
H 2.99464 1.83534 0.77580 0.1 0.4 -0.1 0.30
H 1.61107 2.79482 0.02253 1.4 -0.3 -0.1 0.30
H 3.06603 2.14094 -1.07382 -1.8 -0.5 2.4 0.24
H -1.65219 -1.44298 -1.63330 -1.3 -1.7 0.3 0.49
H -0.40376 -0.67908 -2.33459 0.0 0.7 1.5 0.34
H -1.74133 0.19871 -1.66368 -1.1 1.9 -0.1 0.44
H -1.85064 -1.72252 1.18809 0.6 1.5 0.8 0.33
H -2.20486 0.05049 0.96046 -0.9 -0.2 -0.4 0.45
H -1.05686 -0.15566 2.04624 0.9 -0.9 0.9 0.45
```
Positions in Å, forces in eV/Å.

## Properties
- Net charge: 0
- E: -747.25208 a.u.
- Spin multiplicity: 1
- ΔE to the lowest compared entry with this formula, charge and spin: 206.8 kJ/mol
- Orbital gap: 0.3555 hartree
- E_HOMO: -9.00 eV



[7]
Entry from the OMol25 dataset: a cluster of 2 separate species, C7H12OS in total at a distorted geometry (the ωB97M-V functional and the def2-TZVPD basis).

The geometry in XYZ format:
```
21
Properties=species:S:1:pos:R:3:forces:R:3:mulliken_charge:R:1
C 1.61135 1.12426 0.44771 -1.6 3.1 0.7 -0.66
C 2.37038 0.15340 0.27196 1.9 -2.2 -0.5 1.03
C -2.33918 0.21950 -0.09717 1.7 2.2 -0.2 0.53
C 3.73535 0.83368 0.12510 1.6 -2.7 0.9 -1.21
C 2.31234 -1.32624 0.12935 -3.0 1.0 0.7 -1.14
C -2.14319 -1.26387 -0.14089 -0.9 0.6 -1.1 -1.05
C -3.68443 0.78682 -0.16296 -3.1 -3.3 1.7 -1.12
O -1.35373 2.69148 -0.01969 -0.3 0.0 -0.2 -0.55
S -0.99821 1.26696 -0.10329 -1.9 -2.2 0.2 0.46
H 3.85358 1.87185 0.39358 0.0 0.0 0.3 0.33
H 4.38636 0.05192 0.71140 -0.7 2.1 -0.4 0.27
H 4.07420 0.64320 -0.88119 0.0 0.4 -0.6 0.30
H 3.23850 -1.77340 0.07537 2.1 -0.9 -0.1 0.45
H 1.75624 -1.70848 1.01763 0.3 -0.1 -0.8 0.26
H 1.75492 -1.49489 -0.78808 -0.1 -0.6 0.0 0.27
H -1.95585 -1.52651 -1.22424 -0.4 -0.3 1.2 0.25
H -3.03411 -1.78990 0.30345 1.0 0.4 -0.6 0.37
H -1.27059 -1.41085 0.43011 1.1 -1.0 0.6 0.30
H -3.79762 1.62097 -0.75259 0.1 1.9 -1.6 0.38
H -4.11236 1.13061 0.84984 0.7 -0.8 -1.2 0.26
H -4.40393 -0.10050 -0.58539 1.4 2.3 1.1 0.27
```
Positions in Å, forces in eV/Å.

## Properties
- Net charge: 0
- E: -747.11446 a.u.
- Spin multiplicity: 1
- ΔE to the lowest compared entry with this formula, charge and spin: 568.1 kJ/mol
- Orbital gap (alpha / beta): 0.3142 / 0.3141 hartree
- E_HOMO (alpha / beta): -8.46 / -8.46 eV



[8]
Entry from the OMol25 dataset: a structure of composition C7H12S2 at a distorted geometry (the ωB97M-V functional and the def2-TZVPD basis).

The geometry in XYZ format:
```
21
Properties=species:S:1:pos:R:3:forces:R:3:mulliken_charge:R:1
C -1.21971 -1.39812 0.83785 -1.7 0.7 -1.5 -0.51
C -2.45260 -1.58108 0.20179 2.9 2.2 1.6 -0.35
C -0.55649 -0.03674 0.94351 -2.6 0.3 -3.0 -1.15
C 1.69441 -0.76255 0.15985 0.3 -1.7 1.2 -1.71
C 1.19571 1.65278 0.33061 0.8 1.2 0.4 -1.76
C 0.20900 0.35528 -1.42902 0.0 -1.9 -1.0 -1.79
C 0.62719 0.28951 0.04249 -1.1 -0.8 -0.4 2.32
S -3.40841 -0.24783 -0.45084 -0.1 -1.7 -0.2 -0.05
S -2.32188 1.27955 0.19943 2.4 0.1 1.6 -0.13
H -0.53848 -2.20652 1.13181 -0.7 0.0 -0.1 0.34
H -2.95474 -2.48629 0.06935 -0.3 -1.6 -0.1 0.40
H -0.51590 0.44087 1.86702 0.1 0.4 1.8 0.70
H 1.45183 -1.81084 -0.35598 0.5 2.3 1.4 0.33
H 1.98736 -0.80993 1.28132 -0.2 -0.6 -1.9 0.33
H 2.47298 -0.24744 -0.37228 1.0 -0.6 -0.2 0.55
H 0.41875 2.34473 0.49756 -1.4 0.7 0.6 0.47
H 1.95480 1.92276 1.09562 -0.4 -1.1 -0.2 0.32
H 1.54755 2.07630 -0.58792 0.9 0.0 -0.7 0.45
H -0.50286 -0.46917 -1.82384 1.2 1.3 0.9 0.26
H 1.11788 0.39229 -2.05703 -0.2 -0.5 0.2 0.46
H -0.20642 1.30242 -1.58130 -1.2 1.2 -0.4 0.55
```
Positions in Å, forces in eV/Å.

## Properties
- Net charge: 0
- E: -1070.20114 a.u.
- Spin multiplicity: 1
- ΔE to the lowest compared entry with this formula, charge and spin: 0.0 kJ/mol
- Orbital gap: 0.2814 hartree
- E_HOMO: -7.47 eV



[9]
Entry from the OMol25 dataset: a cluster of 2 separate species, C7H12Si in total at a distorted geometry (the ωB97M-V functional and the def2-TZVPD basis).

The geometry in XYZ format:
```
20
Properties=species:S:1:pos:R:3:forces:R:3:mulliken_charge:R:1
C 3.07583 0.00086 0.22940 2.1 0.2 0.2 0.67
C 1.93862 -0.38900 0.18210 -3.1 -0.5 -0.2 -1.07
C -0.30032 2.09729 0.52873 0.4 -3.3 -1.0 -0.36
C -1.33529 1.40285 0.04721 -1.9 0.3 -0.1 -0.15
C 4.50554 0.31496 0.24519 2.3 0.6 -0.6 -0.91
C -2.59676 -1.24076 1.20922 2.4 1.7 1.0 -1.06
C -1.97687 -1.21141 -1.98011 -4.1 -0.2 3.2 -0.98
Si -1.66537 -0.40121 -0.24221 0.5 -0.4 0.6 0.58
H -0.36907 3.11416 0.64373 -0.1 2.3 0.5 0.31
H 0.65958 1.55966 0.67447 -0.4 0.4 0.0 0.01
H -2.36050 1.93042 -0.08230 1.6 -0.5 0.1 0.23
H 4.74616 1.45985 0.34937 -0.4 -2.2 -0.3 0.19
H 5.17160 -0.23516 0.95766 -1.2 0.6 0.5 0.25
H 5.07189 -0.13495 -0.64007 -1.1 1.2 0.2 0.22
H -2.76645 -2.25237 1.08778 -0.5 -2.1 -0.8 0.38
H -2.04996 -1.20550 2.21007 -0.4 0.5 -1.4 0.31
H -3.52783 -0.73542 1.34974 -0.8 0.5 0.0 0.37
H -2.42554 -2.23879 -1.83175 1.1 1.0 -0.1 0.30
H -2.74063 -0.68141 -2.57259 0.5 0.2 0.2 0.35
H -1.05463 -1.15404 -2.36566 3.3 -0.3 -2.1 0.34
```
Positions in Å, forces in eV/Å.

## Properties
- Net charge: 0
- E: -563.15179 a.u.
- Spin multiplicity: 1
- ΔE to the lowest compared entry with this formula, charge and spin: 614.0 kJ/mol
- Orbital gap: 0.2310 hartree
- E_HOMO: -7.51 eV



[10]
Entry from the OMol25 dataset: a structure of composition C7H13BrNNaO2 at a distorted geometry (the ωB97M-V functional and the def2-TZVPD basis).

The geometry in XYZ format:
```
25
Properties=species:S:1:pos:R:3:forces:R:3:mulliken_charge:R:1
C -2.18764 -1.38931 0.31885 -0.1 -0.6 0.8 -0.91
C -1.44346 -1.32473 1.69543 -0.6 0.5 -0.4 -0.60
C -0.37100 -0.19802 1.79141 -0.3 -0.9 0.8 -0.45
C 1.06652 -0.62224 1.38951 0.2 1.5 -0.4 -0.74
C 1.35428 -0.61146 -0.14860 0.2 -1.3 -0.1 -0.70
N 0.46137 0.31393 -0.89300 1.6 0.5 0.1 -0.07
Br 0.20015 -0.37503 -2.63910 -0.7 -1.1 0.3 -0.22
C 1.16014 1.61692 -1.10427 -0.6 0.5 -0.4 -0.43
C 0.08438 2.63356 -1.60442 -0.3 0.6 -0.4 0.44
O -0.52151 3.25145 -0.74016 -0.1 0.1 1.0 -0.66
O -0.11354 2.73432 -2.84956 1.1 -0.9 -0.7 -0.68
H -2.77157 -2.33550 0.33025 0.2 0.6 -0.3 0.37
H -2.91157 -0.55646 0.24509 0.5 -0.3 -0.2 0.28
H -1.51042 -1.40296 -0.54959 -0.3 0.1 0.4 0.09
H -1.06501 -2.33126 1.96271 0.1 0.6 -0.1 0.33
H -2.23313 -1.08489 2.44090 0.5 -0.2 -0.3 0.30
H -0.32149 0.09484 2.86331 0.1 -0.1 -0.6 0.37
H -0.75278 0.68229 1.24278 0.5 -0.4 0.1 0.21
H 1.74872 0.14329 1.82471 -0.4 -0.4 -0.2 0.35
H 1.38590 -1.58141 1.84137 -0.4 0.3 -0.4 0.40
H 2.43270 -0.38225 -0.32270 -0.6 0.0 0.0 0.33
H 1.21018 -1.61853 -0.59033 -0.1 0.4 0.5 0.53
H 1.60548 1.96566 -0.15489 -0.4 -0.3 -0.3 0.45
H 1.94496 1.53076 -1.89283 0.0 -0.1 0.6 0.16
Na 1.54831 0.84703 -4.45688 -0.2 1.0 0.1 0.86
```
Positions in Å, forces in eV/Å.

## Properties
- Net charge: 0
- E: -3216.01626 a.u.
- Spin multiplicity: 1
- Orbital gap: 0.2301 hartree
- E_HOMO: -7.79 eV